Entry from OMol25: a single C11H13ClN2O3 molecule (the ωB97M-V functional and the def2-TZVPD basis).

```
30
Properties=species:S:1:pos:R:3:forces:R:3
C 1.1861 -0.1541 3.7176 -0.141 0.114 -0.141
C 0.8604 0.9295 2.6968 0.211 0.036 0.065
C 2.0314 1.2402 1.7623 -0.218 -0.095 0.017
C 2.5039 0.0235 0.9553 0.071 0.002 0.154
C 1.3635 -0.6888 0.2584 0.330 0.265 0.165
O 0.9833 -1.7969 0.5403 -0.175 -0.153 0.230
N 0.7951 0.0686 -0.7430 0.077 0.369 -0.164
C -0.3216 -0.3108 -1.4918 -0.374 -0.414 -0.199
C -1.3938 0.5639 -1.6094 -0.232 -0.010 -0.097
C -2.5187 0.1992 -2.3344 1.068 -0.890 0.065
C -2.6062 -1.0467 -2.9455 -0.171 0.328 0.068
C -1.5342 -1.9094 -2.8563 0.145 0.103 0.134
C -0.3874 -1.5452 -2.1577 -0.179 0.279 0.065
Cl 0.9626 -2.5977 -2.1850 0.118 -0.170 -0.278
H -1.5642 -2.8694 -3.3457 0.010 -0.083 -0.035
H -3.4992 -1.3102 -3.4899 -0.012 -0.022 -0.025
N -3.6117 1.1306 -2.4463 -0.380 0.344 -0.040
O -3.4767 2.2189 -1.9274 -0.033 0.283 0.111
O -4.5960 0.7720 -3.0547 -0.254 -0.049 -0.129
H -1.3679 1.5338 -1.1339 0.008 0.000 0.060
H 0.9956 1.0585 -0.7308 0.069 -0.143 -0.015
H 2.9801 -0.6968 1.6197 -0.037 -0.034 -0.110
H 3.2352 0.3404 0.2084 0.041 -0.057 0.015
H 1.7387 2.0488 1.0861 0.077 0.074 0.007
H 2.8744 1.6050 2.3532 0.017 0.072 -0.060
H 0.5878 1.8492 3.2199 -0.082 -0.005 -0.067
H -0.0058 0.6154 2.1090 -0.083 0.072 -0.012
H 1.3063 -1.1176 3.2303 0.047 -0.141 0.014
H 2.1010 0.0874 4.2547 0.113 -0.010 0.102
H 0.3780 -0.2415 4.4397 -0.029 -0.067 0.100
```
Forces are in eV/Å.

As for the spin multiplicity: 1. The LUMO energy comes out at -0.0262 Ha. The calculation puts the HOMO-LUMO gap at 8.8 eV. Its energy is -1222.32233 hartree. The SMILES is CCCCC(=O)Nc1cc([N+](=O)[O-])ccc1Cl. As for the energy above the lowest of the compared OMol25 structures with the same formula, charge and spin: 0.2 kcal per mole.

---

Entry from OMol25: a molecular structure, C20H21N3O4 (the ωB97M-V functional and the def2-TZVPD basis).

```
48
Properties=species:S:1:pos:R:3:forces:R:3
C -2.0366 0.0936 2.5361 -0.364 -3.586 1.475
C -0.5987 -0.1069 2.0283 0.153 4.510 3.675
C -3.0454 0.4263 1.4783 -6.372 1.043 -2.014
C -2.6877 1.1769 0.1804 -0.996 0.160 2.325
C -1.6804 2.1181 0.1023 -4.404 -1.508 -4.516
C -3.7649 1.5079 -0.8371 1.421 -2.150 1.332
C -3.1996 2.4460 -1.6576 4.034 -0.442 3.739
C -4.9641 0.9324 -1.1401 -3.028 3.570 -1.994
C -3.5791 2.7100 -2.8553 -5.092 2.199 -7.257
C -5.8147 1.6188 -2.2245 7.206 -0.327 0.587
C -4.9743 2.3843 -3.1560 -0.018 -1.103 0.970
C 0.8953 -0.9063 0.3430 0.133 1.809 2.151
C 0.6290 -0.9666 -1.1184 -0.389 -1.659 -1.511
C 1.8670 -2.0423 0.7928 -0.131 -1.313 3.101
C 3.2914 -1.8117 0.5637 2.603 0.696 -3.049
C 4.2527 -1.3908 1.5399 -3.284 -1.065 3.599
C 3.7298 -2.1035 -0.8016 -0.270 1.181 1.427
C 5.5839 -1.3876 1.3775 3.649 1.870 -3.523
C 5.0665 -1.9223 -1.1225 2.732 0.215 4.315
C 6.0861 -1.5871 -0.0322 -2.794 -1.821 3.679
H -1.1052 2.0773 3.2273 -3.138 -3.811 1.662
H -1.7285 0.4241 4.9144 -0.916 2.190 -4.806
H -2.3378 -1.0618 2.8825 0.646 2.894 -0.343
H -4.0492 1.2595 1.8428 3.329 -2.441 -0.123
H -3.8653 -0.4868 1.2478 2.693 2.009 0.325
H -0.8692 2.3809 0.6468 2.310 0.459 1.660
H -1.2208 3.1545 -1.8652 -2.618 -1.045 3.329
H -5.4378 0.4031 -0.3693 -0.766 -1.352 0.550
H -3.1559 3.3253 -3.7512 0.047 -1.129 2.355
H -6.7820 1.3081 -2.3862 -1.960 -0.410 -0.488
H -5.2618 2.7009 -4.1849 -0.439 -0.300 1.156
H -1.1159 -1.5840 0.8748 0.950 1.107 -0.428
H 1.4024 0.0980 0.6620 -0.784 -1.690 -0.793
H 1.9725 -2.4189 1.8879 -1.586 1.589 -0.995
H 1.7089 -3.0192 0.3715 -0.934 -0.117 -0.936
H 3.9543 -1.3274 2.7504 0.141 0.086 -3.477
H 2.9674 -2.3648 -1.6461 2.277 0.081 2.265
H 6.3944 -1.0020 2.1509 -2.027 -1.283 -1.563
H 5.3449 -2.4728 -1.9570 1.204 -0.227 -1.917
H 7.5141 -2.1373 -1.0393 1.139 0.575 5.086
H -1.1117 0.0562 -0.8828 1.237 -1.180 -1.414
N -2.1685 1.0363 3.6087 3.679 1.598 3.447
N -2.0104 2.8176 -1.0781 4.666 2.802 -2.833
N -0.4406 -0.7852 0.9644 0.198 -4.871 -2.698
O 0.3090 0.5735 2.5187 -0.438 -0.341 -0.176
O 1.4264 -1.6402 -1.7583 -3.375 2.158 -0.819
O 7.4641 -1.9301 0.1166 -1.953 -0.094 -8.159
O -0.6019 -0.4943 -1.6049 1.628 0.465 1.622
```
Forces are in eV/Å.

As for the spin multiplicity: 1. The LUMO energy comes out at 0.0011 Ha. The calculation puts the HOMO-LUMO gap at 7.9 eV. Its energy is -1239.48681 hartree. As for the energy above the lowest of the compared OMol25 structures with the same formula, charge and spin: 350.8 kcal per mole.

---

Entry from OMol25: a molecular structure, C45H42NO3P3S5Ti (the ωB97M-V functional and the def2-TZVPD basis).

```
100
Properties=species:S:1:pos:R:3:forces:R:3
Ti -2.4591 0.2597 -0.9051 -0.445 -0.142 0.041
O 0.5792 3.4863 2.3903 -0.095 0.190 -0.028
S 0.7136 2.0945 1.8892 0.269 -0.215 0.205
C 0.8850 1.1229 3.4493 -0.240 -0.334 -0.076
C 0.7689 1.8784 4.6034 0.022 0.119 0.050
C 0.6315 1.2617 5.8388 0.009 0.048 -0.060
C 0.5150 -0.1152 5.9045 -0.018 -0.108 0.155
C 0.6314 -0.8781 4.7532 -0.103 -0.003 -0.114
C 0.8702 -0.2832 3.5177 0.085 0.283 -0.038
P 1.3891 -1.2066 2.0162 0.211 -0.062 -0.070
C 3.1343 -1.5824 2.5582 -0.142 -0.016 0.046
C 4.1703 -1.0528 1.7969 -0.100 0.035 -0.149
C 5.4977 -1.2066 2.1819 0.083 -0.005 0.004
C 5.8108 -1.9050 3.3352 -0.073 0.016 -0.005
C 4.7867 -2.4767 4.0837 0.005 -0.041 0.072
C 3.4666 -2.3182 3.6989 0.023 0.054 -0.081
C 0.6144 -2.8645 2.1598 0.087 -0.010 -0.239
C -0.7717 -2.9899 2.2690 0.023 0.109 0.211
C -1.3901 -4.2135 2.0643 -0.054 0.020 -0.045
C -0.6400 -5.3358 1.7473 0.060 -0.062 0.005
C 0.7396 -5.2282 1.6420 -0.033 0.016 -0.027
C 1.3592 -4.0013 1.8294 -0.086 0.037 0.115
C 2.4276 1.9999 1.3073 0.053 -0.056 -0.503
C 3.4294 2.4614 2.1449 -0.080 -0.069 0.097
C 4.7318 2.5506 1.6837 0.026 0.020 0.107
C 5.0118 2.1917 0.3749 0.072 -0.091 -0.081
C 4.0045 1.7418 -0.4670 -0.054 -0.042 0.080
C 2.6779 1.6439 -0.0330 -0.249 0.063 0.291
P 1.2596 1.0802 -1.1131 0.164 0.421 -0.387
C 2.3025 0.2735 -2.4230 -0.102 -0.166 0.163
C 2.6755 0.8867 -3.6144 -0.005 0.066 -0.040
C 3.4188 0.1935 -4.5613 0.021 -0.032 -0.003
C 3.7843 -1.1289 -4.3378 0.020 -0.004 -0.028
C 3.4006 -1.7578 -3.1607 0.009 0.007 0.068
C 2.6650 -1.0582 -2.2139 0.020 0.079 -0.060
C 0.6510 2.6222 -1.8111 -0.384 -0.432 0.508
C 1.4883 3.7321 -1.9281 -0.397 -0.008 -0.266
C 1.2186 5.0608 -2.2182 0.355 -0.011 0.024
C -0.0527 5.6588 -2.4666 -0.087 0.126 -0.082
C -1.2137 5.0714 -2.8098 -0.314 -0.012 -0.027
C -1.3866 3.6066 -3.1038 0.288 0.033 0.145
H 0.7577 2.9575 4.5014 -0.013 -0.015 -0.013
H 0.5757 1.8583 6.7413 -0.049 0.018 -0.016
H 0.3353 -0.6014 6.8569 -0.006 -0.007 -0.021
H 0.4927 -1.9508 4.8090 0.164 -0.070 -0.016
H 3.9346 -0.5085 0.8898 0.017 0.049 0.042
H 6.2841 -0.7707 1.5772 -0.036 0.025 -0.002
H 6.8410 -2.0032 3.6563 0.004 -0.039 -0.032
H 5.0168 -3.0458 4.9776 0.016 0.014 -0.007
H 2.6888 -2.7837 4.2862 -0.116 0.021 0.082
H -1.3710 -2.1175 2.5050 0.008 0.018 -0.082
H -2.4704 -4.2768 2.1089 -0.002 -0.004 0.071
H -1.1272 -6.2857 1.5633 -0.009 0.003 0.020
H 1.3360 -6.0960 1.3861 -0.002 0.003 -0.005
H 2.4313 -3.9234 1.7059 0.031 -0.009 -0.004
H 3.1771 2.7516 3.1589 0.015 0.010 -0.010
H 5.5214 2.8945 2.3416 -0.011 0.012 -0.002
H 6.0295 2.2573 0.0046 -0.016 0.016 -0.022
H 4.2468 1.4600 -1.4835 0.009 0.031 -0.020
H 2.3628 1.9096 -3.7982 -0.045 -0.010 0.031
H 3.7110 0.6834 -5.4839 -0.025 0.010 0.002
H 4.3549 -1.6713 -5.0838 -0.009 0.008 -0.003
H 3.6600 -2.7961 -2.9838 0.009 0.013 -0.017
H 2.3423 -1.5480 -1.3006 -0.026 -0.043 0.010
H 2.5388 3.5276 -1.7482 0.108 0.024 0.020
H 2.0641 5.7428 -2.1842 -0.006 -0.036 0.067
H -0.0761 6.7440 -2.3588 -0.025 -0.005 -0.034
H -2.1032 5.6893 -2.8974 0.018 0.010 0.063
H -2.4611 3.4076 -3.1865 0.009 -0.059 -0.002
S -1.4452 -1.1992 -2.4936 -0.086 -0.184 0.353
C -1.1728 0.4915 -3.0147 0.222 -0.352 -0.241
C -0.6932 0.7407 -4.2520 -0.078 0.000 0.182
C -0.4458 2.0252 -4.8690 0.005 0.146 -0.092
C -0.7291 3.2497 -4.4116 -0.059 0.017 -0.029
C -0.8884 2.7069 -1.9119 0.628 0.056 -0.312
N -1.4951 1.3706 -1.9997 0.832 1.145 -0.154
H -0.4736 -0.1369 -4.8474 0.008 -0.016 0.013
H 0.0181 1.9662 -5.8516 0.015 0.018 0.017
H -0.4750 4.1003 -5.0364 0.108 -0.031 0.004
H -1.2996 3.1504 -1.0090 -0.105 -0.048 0.024
C -8.9142 -1.0664 -1.6360 0.103 0.042 0.033
C -7.5344 -0.4782 -1.8736 0.026 -0.075 -0.021
O -6.9300 -0.2268 -0.6160 -0.137 -0.028 -0.061
P -5.2830 -0.0967 -0.3654 -1.242 -0.372 0.327
S -2.6282 -0.0045 1.4372 0.553 -0.536 0.028
S -4.5426 0.5187 -2.1720 0.294 0.066 0.190
O -4.8302 -1.7211 -0.5428 -0.203 0.018 -0.161
C -5.2776 -2.5987 0.4747 0.030 0.042 0.036
C -5.9393 -3.8196 -0.1401 0.062 0.045 0.029
H -9.4915 -1.0850 -2.5634 0.004 -0.034 -0.002
H -9.4448 -0.4578 -0.9018 -0.047 -0.008 -0.033
H -8.8395 -2.0836 -1.2470 -0.023 0.012 0.022
H -7.6130 0.4644 -2.4244 0.033 -0.014 -0.021
H -6.9132 -1.1560 -2.4659 -0.002 -0.002 -0.019
H -5.9989 -2.0905 1.1243 0.054 0.010 0.072
H -4.4203 -2.8960 1.0883 -0.007 0.041 0.030
H -6.7470 -3.5138 -0.8070 -0.017 0.002 0.028
H -6.3509 -4.4494 0.6533 -0.020 -0.052 -0.040
H -5.2234 -4.4062 -0.7174 0.014 0.032 -0.019
S -2.8687 1.9213 0.7575 0.180 0.249 -0.262
```
Forces are in eV/Å.

As for the spin multiplicity: 1. Its net charge is -2. The LUMO energy comes out at 0.1438 Ha. The calculation puts the HOMO-LUMO gap at 4.4 eV. Its energy is -5885.03703 hartree. As for the energy above the lowest of the compared OMol25 structures with the same formula, charge and spin: 72.2 kcal per mole.

---

Entry from OMol25: 3 unconnected molecules or ions with the total composition C25H50BO6 (the ωB97M-V functional and the def2-TZVPD basis).

```
82
Properties=species:S:1:pos:R:3:forces:R:3
C -3.3731 5.1190 3.5870 -0.025 -0.012 0.036
C -2.2950 5.3039 4.6521 -0.101 -0.083 -0.014
C -1.5828 4.0033 5.0115 0.068 0.006 0.001
C -2.5012 2.9512 5.6216 0.015 0.015 0.021
C -1.7355 1.7196 6.0903 0.019 0.016 -0.026
C -2.5340 0.6896 6.9087 0.017 -0.085 -0.097
C -4.0268 0.5145 6.5992 0.063 -0.011 -0.093
C -4.3382 -0.2822 5.3170 -0.008 0.098 0.030
C -4.5922 0.5469 4.0451 0.055 -0.068 -0.044
C -3.4215 0.5942 3.0636 -0.029 0.032 0.070
C -3.7738 1.2659 1.7303 -0.103 0.062 0.022
C -4.1291 0.2977 0.5842 -0.041 0.022 0.020
C -3.5163 0.6942 -0.7645 -0.040 -0.036 0.034
B -1.9098 0.6845 -0.9187 0.028 0.223 -0.236
O -1.1642 1.6072 0.0138 -0.021 -0.006 -0.052
C 0.1392 1.1459 -0.0404 0.091 -0.041 0.042
C 0.0624 -0.3938 -0.3418 -0.027 -0.060 -0.018
C 0.5622 -1.2154 0.8591 -0.061 -0.096 0.001
C -0.4225 -1.1898 2.0186 0.095 -0.073 0.044
C 0.8104 -0.7872 -1.6472 0.099 -0.074 -0.066
C 2.2630 -1.1636 -1.5524 0.011 0.320 0.159
O 2.7813 -2.1232 -2.0558 0.013 -0.101 0.029
O 3.0494 -0.2839 -0.8645 -0.045 0.016 -0.125
O -1.2955 -0.6375 -0.5667 0.062 0.054 -0.011
H -3.7677 6.0797 3.2526 0.006 -0.004 -0.026
H -2.9827 4.5851 2.7179 0.021 0.037 -0.017
H -4.2132 4.5375 3.9703 -0.004 -0.010 -0.004
H -1.5590 6.0340 4.3059 0.003 0.001 -0.003
H -2.7505 5.7164 5.5593 0.034 0.069 -0.009
H -0.7677 4.2191 5.7117 -0.005 -0.009 -0.016
H -1.1203 3.5908 4.1072 0.028 -0.014 0.030
H -3.2337 2.6522 4.8728 -0.077 0.038 0.071
H -3.0622 3.3945 6.4547 0.038 -0.007 0.020
H -0.8921 2.0636 6.6980 0.039 -0.090 0.007
H -1.2899 1.2298 5.2197 -0.040 0.050 -0.027
H -2.0736 -0.2914 6.7525 0.086 0.014 0.146
H -2.4106 0.9076 7.9733 -0.111 0.115 -0.004
H -4.4611 -0.0110 7.4538 -0.022 -0.034 -0.014
H -4.5366 1.4817 6.5526 0.036 0.005 0.059
H -3.5107 -0.9763 5.1349 -0.049 -0.049 -0.039
H -5.2162 -0.9048 5.5035 -0.011 0.009 0.043
H -4.8640 1.5705 4.3263 -0.100 -0.029 -0.031
H -5.4614 0.1465 3.5150 0.015 -0.036 -0.018
H -3.0830 -0.4297 2.8855 0.036 0.015 -0.045
H -2.5771 1.1110 3.5297 -0.021 -0.036 -0.006
H -2.9498 1.8993 1.4055 0.064 -0.083 -0.001
H -4.6306 1.9290 1.9097 0.070 0.089 -0.044
H -5.2217 0.2508 0.4907 -0.006 -0.106 0.016
H -3.8072 -0.7168 0.8441 0.106 0.040 -0.005
H -3.8963 1.6857 -1.0479 0.025 -0.002 -0.018
H -3.8931 0.0030 -1.5304 -0.051 0.055 -0.019
H -1.6001 0.9999 -2.1130 -0.032 -0.089 0.248
H 0.6630 1.3389 0.9069 -0.033 0.031 0.046
H 0.7082 1.6581 -0.8438 0.010 -0.011 -0.025
H 0.7504 -2.2505 0.5514 -0.073 0.003 -0.020
H 1.5200 -0.8163 1.2060 0.072 -0.039 -0.103
H -1.3793 -1.6045 1.7095 -0.030 0.045 -0.014
H -0.0382 -1.7766 2.8574 -0.008 0.032 0.025
H -0.5933 -0.1679 2.3630 -0.054 0.003 -0.023
H 0.2716 -1.6202 -2.0915 0.055 -0.071 0.027
H 0.7611 0.0441 -2.3583 -0.162 -0.003 0.028
H 2.5043 0.4591 -0.5702 -0.005 -0.034 0.028
C 4.3648 -3.3890 -6.8705 0.010 -0.088 -0.011
C 5.1086 -3.6688 -5.5866 -0.013 0.039 -0.031
O 5.8210 -4.6433 -5.4752 0.026 0.014 -0.011
C 4.9248 -2.6730 -4.4740 0.071 -0.109 0.022
H 4.5690 -4.1684 -7.5995 -0.010 0.015 -0.011
H 3.2912 -3.3330 -6.6817 0.005 0.039 0.035
H 4.6737 -2.4271 -7.2835 -0.028 0.017 0.009
H 3.8746 -2.6003 -4.1887 0.001 0.031 0.003
H 5.2441 -1.6840 -4.8102 -0.044 0.018 0.001
H 5.5012 -2.9688 -3.6016 0.000 0.009 -0.001
C 7.8496 -2.4235 -10.5654 -0.060 0.030 -0.012
C 6.8079 -3.3933 -10.0579 0.033 -0.042 0.088
O 5.6435 -3.0859 -9.9696 -0.003 0.033 -0.079
C 7.3003 -4.7613 -9.6516 -0.063 0.004 -0.002
H 7.3796 -1.4770 -10.8198 0.004 -0.002 0.000
H 8.6122 -2.2630 -9.8012 0.015 -0.018 -0.006
H 8.3483 -2.8365 -11.4443 0.022 -0.009 0.013
H 8.0432 -4.6695 -8.8573 0.012 0.000 -0.007
H 7.7821 -5.2529 -10.4993 0.026 0.007 0.007
H 6.4682 -5.3643 -9.2982 0.009 -0.002 0.005
```
Forces are in eV/Å.

As for the spin multiplicity: 1. Its net charge is -1. The LUMO energy comes out at 0.0756 Ha. The calculation puts the HOMO-LUMO gap at 6.8 eV. Its energy is -1458.99789 hartree. As for the energy above the lowest of the compared OMol25 structures with the same formula, charge and spin: 0.0 kcal per mole.